No. 1
C13H11N5O3 | ωB97M-V/def2-TZVPD

ORCA input file:
```
! RIJCOSX wB97M-V def2-TZVPD def2/J DEFGRID3
* xyz 0 1
C 0.4945 4.9475 2.6993
N 0.5738 3.9234 1.5846
C 0.7768 2.5947 1.9330
O 1.3483 2.4307 3.0100
C 0.4112 1.4789 1.0622
C -0.4317 1.7794 0.0451
N -0.7116 0.7111 -0.7285
N -0.2011 -0.5875 -0.5255
C 0.7115 -0.8462 0.4949
C 1.0987 -2.2537 0.4405
C 2.5203 -2.6500 0.7256
C 2.9910 -3.8679 0.2671
C 2.1073 -4.8519 -0.2261
C 0.7525 -4.5241 -0.3733
C 0.2890 -3.1911 -0.1430
N 0.9576 0.2107 1.3126
O 1.7841 0.0573 2.1484
N -0.5870 3.1016 -0.4330
C -1.7930 3.2980 -1.1517
C -0.1272 4.1274 0.3859
O -0.3758 5.2201 -0.0387
H -0.3369 4.7831 3.4136
H 0.4818 5.8611 2.2166
H 1.3907 5.0307 3.3220
H 3.2389 -1.9187 1.0604
H 4.0880 -4.0534 0.3735
H 2.5425 -5.7515 -0.5604
H 0.0940 -5.2364 -0.7149
H -0.7175 -3.0434 -0.4452
H -1.8129 4.2306 -1.7908
H -2.6873 3.3553 -0.5040
H -1.9372 2.5679 -1.9267
*
```

Summary:
* ΔE to the lowest compared entry with this formula, charge and spin: 225.0 kJ/mol
* Kohn-Sham gap: 0.2890 hartree
* E_tot: -27247.563 eV
* structure (SMILES): Cn1c(=O)c2c(nnc(-c3ccccc3)[n+]2[O-])n(C)c1=O

These are the Löwdin partial charges, in e, on atoms 1 to 5: C 0.0319; N 0.0583; C -0.3384; O 0.0945; C 0.0064



No. 2
C4H6N2O2 | ωB97M-V/def2-TZVPD

ORCA input file:
```
! RIJCOSX wB97M-V def2-TZVPD def2/J DEFGRID3
* xyz 0 1
C -0.2491 1.7873 0.0485
C 0.1095 0.3046 -0.1798
C 1.2165 -0.5229 -0.2318
O 2.4059 0.1298 -0.1499
N 1.0892 -1.8293 -0.0103
N -0.2729 -1.9317 -0.0516
C -0.9160 -0.7038 -0.0795
O -2.2125 -0.5721 -0.1968
H -1.1214 1.8071 0.8389
H -0.5109 2.4194 -0.8884
H 0.6280 2.3942 0.4473
H 3.0423 -0.6254 0.1281
H -0.6516 -2.9342 0.4653
H -2.5570 0.2771 -0.1401
*
```

Summary:
* ΔE to the lowest compared entry with this formula, charge and spin: 276.5 kJ/mol
* Kohn-Sham gap: 0.3287 hartree
* E_tot: -11318.176 eV
* structure (SMILES): Cc1c(O)n[nH]c1O

These are the Löwdin partial charges, in e, on atoms 1 to 5: C -0.0530; C -0.1401; C -0.4428; O 0.0326; N 0.0564



Number 1: E_HOMO -8.944 eV, molecular weight 285.3 g mol⁻¹, E_LUMO -1.081 eV. Number 2: E_HOMO -8.350 eV, molecular weight 114.1 g mol⁻¹, E_LUMO 0.594 eV.